No. 1
C41H37BrF4N3P2S2Ti | ωB97M-V/def2-TZVPD

Results
LUMO level (spin up / spin down), eV: -0.3 / -0.3
<S²>: 0.755
Spin multiplicity: 2

Cartesian coordinates (Å):
Ti: -1.1383 -0.7817 0.1484
C: -1.1475 -4.0770 0.9002
N: -2.0831 -2.9636 0.6745
C: -3.0051 -2.9139 1.8269
C: -2.8902 -3.2091 -0.5231
C: -3.7090 -1.9621 -0.8982
N: -3.1510 -0.7414 -0.2877
C: -4.0223 0.3301 -0.1530
C: -3.6395 1.3611 0.7047
F: -2.4592 1.2053 1.2962
C: -4.3616 2.5002 0.9184
F: -3.8803 3.4305 1.7534
C: -5.5734 2.6936 0.2867
C: -5.9811 1.7001 -0.5655
F: -7.1383 1.8374 -1.2310
C: -5.2402 0.5539 -0.7938
F: -5.7157 -0.3068 -1.7148
H: -1.6942 -4.9917 1.1651
H: -0.4646 -3.8155 1.7038
H: -0.5661 -4.2612 0.0013
H: -3.6079 -3.8298 1.8418
H: -3.6547 -2.0498 1.7509
H: -2.4497 -2.8504 2.7541
H: -3.5657 -4.0556 -0.3591
H: -2.2254 -3.4990 -1.3219
H: -4.7324 -2.1033 -0.5640
H: -3.7487 -1.8934 -1.9847
H: -6.1624 3.5884 0.4408
S: 1.5262 -2.1595 -0.1042
P: 1.6795 -0.1767 -0.3979
C: 0.4047 0.7223 0.3284
P: 0.5252 0.5837 2.0622
S: -0.6704 -0.9340 2.6582
C: -0.0509 2.1507 2.8017
C: -0.2775 2.2312 4.1764
C: -0.7105 3.4201 4.7484
C: -0.9187 4.5416 3.9501
C: -0.6951 4.4683 2.5831
C: -0.2627 3.2722 2.0079
C: 2.1326 0.3544 2.9050
C: 2.6268 -0.9312 3.1160
C: 3.8615 -1.1182 3.7262
C: 4.6129 -0.0225 4.1339
C: 4.1253 1.2633 3.9325
C: 2.8924 1.4506 3.3179
C: 3.3694 0.4433 0.0052
C: 3.5603 1.7920 0.3068
C: 4.8416 2.2957 0.5069
C: 5.9434 1.4533 0.4160
C: 5.7590 0.1054 0.1321
C: 4.4757 -0.3972 -0.0708
C: 1.8151 0.2214 -2.1961
C: 2.1863 -0.7392 -3.1314
C: 2.3736 -0.3981 -4.4676
C: 2.1948 0.9154 -4.8798
C: 1.8429 1.8867 -3.9489
C: 1.6591 1.5418 -2.6139
H: -0.1216 1.3536 4.7953
H: -0.8884 3.4750 5.8165
H: -1.2640 5.4693 4.3964
H: -0.8668 5.3394 1.9588
H: -0.0994 3.1860 0.9389
H: 2.0399 -1.7807 2.8035
H: 4.2366 -2.1235 3.8831
H: 5.5787 -0.1686 4.6073
H: 4.7062 2.1232 4.2528
H: 2.5234 2.4573 3.1547
H: 2.6947 2.4412 0.3981
H: 4.9791 3.3456 0.7470
H: 6.9435 1.8440 0.5771
H: 6.6157 -0.5581 0.0750
H: 4.3264 -1.4524 -0.2771
H: 2.3377 -1.7615 -2.8001
H: 2.6641 -1.1587 -5.1856
H: 2.3395 1.1850 -5.9197
H: 1.7088 2.9165 -4.2638
H: 1.3814 2.2939 -1.8862
C: -0.5040 -3.7784 -4.4013
C: -0.8809 -2.4263 -3.8443
C: -1.4613 -1.4396 -4.6125
C: -1.7440 -0.2202 -4.0426
C: -1.4501 -0.0290 -2.7006
Br: -1.7477 1.7039 -2.0342
N: -0.9538 -0.9771 -1.9057
C: -0.6567 -2.1302 -2.5118
H: -0.1088 -3.6890 -5.4161
H: -1.3712 -4.4450 -4.4429
H: 0.2542 -4.2573 -3.7827
H: -1.6786 -1.6132 -5.6654
H: -2.1666 0.5947 -4.6144
H: -0.1809 -2.8523 -1.8720

Results of the Mulliken charge analysis, in e, for atoms 1 through 5: number 1, Ti, carries -0.869; number 2, C, carries -1.274; number 3, N, carries 0.963; number 4, C, carries -1.414; number 5, C, carries -1.039


No. 2
C4H6OS2 | ωB97M-V/def2-TZVPD

Results
LUMO level (spin up / spin down), eV: -1.5 / -1.1

Cartesian coordinates (Å):
S: 3.6537 -0.6481 -1.0591
S: 1.3796 0.3197 -1.0154
C: 1.0837 -0.8358 0.3134
C: -0.3494 -1.0907 0.6949
C: -1.0242 0.3001 0.4314
C: -0.4440 0.8891 -0.8824
O: 1.3442 0.4006 0.6636
H: -0.9010 -1.8827 0.3028
H: -0.0943 -1.2040 1.7149
H: -2.1038 0.2897 0.3345
H: -1.0121 0.9825 1.3480
H: -0.8911 0.5357 -1.7890
H: -0.6412 1.9438 -1.0577

Results of the Mulliken charge analysis, in e, for atoms 1 through 5: number 1, S, carries -0.372; number 2, S, carries 0.141; number 3, C, carries 0.166; number 4, C, carries -0.513; number 5, C, carries -0.637


The evaluated relative energy (zero: lowest compared OMol25 entry of this formula, charge and spin) for the records listed, in turn: 0.4113; 7.7377 eV.